Entry 1:
16
Properties=species:S:1:pos:R:3:forces:R:3 method="wB97M-V/def2-TZVPD" smiles="[H]/N=C1/CCCCO1" total_charge=0 gap_ev=10.809 de_lowest_kj_mol=174.1 max_force_ev_per_a=1.65 homo_energy_ev=-9.823 e_lumo_ev=0.986
N -1.680868 -1.284956 -1.165585 -0.15 -0.04 0.07
C -0.928820 -0.313086 -0.893099 -0.50 -0.16 -0.20
C -1.247505 0.835635 0.015296 0.13 -0.16 -0.09
C -0.175065 0.773320 1.128007 0.33 -0.32 -0.03
C 1.253967 0.400979 0.580281 0.39 -0.70 0.02
C 1.236059 -0.884388 -0.390369 -0.57 1.08 0.17
O 0.360881 -0.306913 -1.354212 -0.51 -0.49 -1.41
H -1.099072 -1.936122 -1.707250 -0.45 0.02 -0.06
H -1.190427 1.783765 -0.536602 0.14 -0.24 0.04
H -2.267997 0.732751 0.401764 0.31 0.00 -0.02
H -0.485037 0.027520 1.868762 0.05 0.00 -0.12
H -0.145696 1.737431 1.664458 0.24 -0.37 -0.26
H 1.590145 1.280037 -0.005678 0.12 -0.76 0.10
H 1.928374 0.265846 1.415262 0.19 0.07 0.34
H 0.781861 -1.830124 0.005462 0.15 0.94 0.27
H 2.069202 -1.281692 -1.026495 0.13 1.13 1.19



Entry 2:
22
Properties=species:S:1:pos:R:3:forces:R:3 method="wB97M-V/def2-TZVPD" smiles="CCn1c(=O)[nH]c2ccccc21" total_charge=0 gap_ev=8.703 de_lowest_kj_mol=223.6 max_force_ev_per_a=7.36 homo_energy_ev=-7.848 e_lumo_ev=0.855
C -2.293070 0.085050 -1.585564 -1.43 -2.49 -0.08
C -1.027454 -0.766522 -1.813829 1.01 -2.70 -0.06
C 1.136052 0.416541 -1.716635 -2.18 0.82 2.73
C 1.431146 0.386582 0.612279 -0.63 0.83 -7.28
C 1.948878 0.567593 1.784273 1.89 0.61 3.00
C 1.112687 0.161474 2.772234 -1.79 1.87 5.92
C -0.196417 -0.456411 2.648974 2.25 0.13 -1.40
C -0.542588 -0.834762 1.344559 0.06 -0.26 -1.77
C 0.279983 -0.304784 0.279392 -1.81 -1.80 3.13
H -2.864966 0.161697 -0.618352 0.90 -0.93 -0.68
H -2.107945 1.094098 -1.801187 0.62 1.38 -0.79
H -2.948220 -0.361301 -2.390152 0.04 0.91 1.00
H -0.865798 -1.935908 -1.603367 -2.35 1.98 -0.69
H -0.804028 -0.661722 -2.920968 0.14 -0.01 1.48
H 2.601623 1.575631 -0.760612 0.61 0.38 -0.23
H 2.925625 1.038421 2.000831 -0.87 -0.16 -0.26
H 1.409229 0.786087 3.805277 -0.97 -2.51 -2.24
H -0.850443 -0.736394 3.467870 0.44 0.25 0.12
H -1.391370 -1.542597 1.058902 1.04 1.34 0.68
N 0.136220 -0.404734 -1.061495 2.03 2.19 -1.94
N 1.854952 0.935564 -0.652655 0.20 -1.57 0.46
O 1.055903 0.796398 -2.849773 0.80 -0.25 -1.08



Entry 3:
95
Properties=species:S:1:pos:R:3:forces:R:3 method="wB97M-V/def2-TZVPD" total_charge=+2 gap_ev="6.028 / 5.435" spin_multiplicity=3 max_force_ev_per_a=3.17 homo_energy_ev="-13.124 / -13.123" e_lumo_ev="-7.097 / -7.688"
Mo -0.225278 0.145061 0.731027 -0.35 -0.69 3.08
C 3.546922 -0.513039 -0.226073 -0.31 0.03 -0.04
As 2.242922 -0.021639 1.176027 2.79 -0.05 -0.06
C 2.797022 -1.356539 2.468127 -0.26 -0.31 0.30
C 3.056722 1.527161 2.088827 -0.11 0.11 0.26
C 2.817122 2.953461 1.576727 -0.05 -0.11 -0.19
C 3.659722 3.891961 2.454527 -0.11 -0.16 -0.05
C 1.347222 3.388461 1.727627 0.09 -0.14 0.32
As -0.032878 2.645761 0.535927 0.35 2.54 -0.72
C 0.113722 3.629161 -1.174673 -0.09 -0.31 -0.04
C -1.555678 3.634061 1.226127 -0.41 -0.15 0.19
C 3.239922 3.073061 0.114827 0.17 0.06 -0.18
As 5.187222 2.767961 -0.264473 0.08 -0.05 -0.10
C 5.894122 4.601361 -0.101673 -0.22 -0.10 -0.05
C 5.004822 2.776961 -2.226573 -0.03 0.15 0.17
H 3.363322 0.010361 -1.164673 0.02 0.03 0.06
H 3.463822 -1.589939 -0.401373 -0.07 0.13 0.05
H 4.563222 -0.295239 0.114427 -0.23 0.08 0.07
H 3.884722 -1.313639 2.602027 -0.26 0.14 -0.16
H 2.514922 -2.358639 2.133727 0.00 0.16 -0.02
H 2.303022 -1.170339 3.423627 0.06 -0.01 -0.09
H 4.141622 1.337561 2.103327 -0.35 -0.15 -0.07
H 2.693122 1.446061 3.122427 0.07 -0.03 -0.14
H 3.308122 3.880561 3.484527 0.00 0.01 0.10
H 3.609222 4.913861 2.084027 0.00 0.10 -0.03
H 4.703222 3.574861 2.448327 0.02 0.03 0.04
H 1.284022 4.482061 1.621527 -0.13 -0.29 -0.14
H 0.987222 3.136361 2.733327 0.00 0.09 -0.13
H 0.292622 4.688561 -0.968273 0.03 -0.21 0.16
H -0.845778 3.547461 -1.696773 0.11 -0.08 0.16
H 0.896822 3.259061 -1.836873 -0.01 -0.04 0.18
H -1.314778 4.703361 1.265927 0.14 -0.29 -0.09
H -1.802978 3.288761 2.230627 0.04 -0.02 -0.09
H -2.423278 3.502761 0.572227 0.17 -0.05 0.05
H 2.983722 4.070161 -0.258873 -0.07 -0.08 -0.10
H 2.670022 2.322361 -0.463373 0.24 0.23 -0.12
H 6.118722 4.859961 0.930427 -0.04 -0.07 0.03
H 5.184922 5.320361 -0.509673 0.00 0.06 -0.02
H 6.822122 4.665361 -0.669873 -0.04 -0.10 -0.02
H 4.530522 1.868761 -2.591473 -0.05 -0.09 0.05
H 5.993422 2.840961 -2.677173 0.04 -0.01 0.05
H 4.425022 3.641861 -2.545373 -0.04 0.04 -0.05
N -2.313178 -2.017139 0.294727 0.04 -0.11 0.80
P -2.654778 -0.329439 0.422927 -1.03 -0.70 -1.88
C -4.444478 -0.313139 0.695527 0.13 0.30 0.28
C -5.115678 0.860061 1.022527 0.16 -0.03 -0.04
C -6.495078 0.849161 1.143927 -0.05 0.11 -0.05
C -7.208178 -0.323839 0.953527 0.11 -0.04 0.00
C -6.534378 -1.497939 0.659327 -0.13 0.01 -0.05
C -5.158878 -1.496239 0.520727 0.25 -0.05 -0.03
C -2.528978 -0.081639 -1.412573 -0.07 0.47 0.61
C -1.257478 0.274361 -1.845073 -0.21 0.08 0.55
C -0.945678 0.431061 -3.181573 0.34 0.18 0.00
C -1.950878 0.214761 -4.115973 0.20 0.05 0.21
C -3.225978 -0.141539 -3.708573 -0.12 -0.10 0.09
C -3.521878 -0.288239 -2.362573 0.13 0.04 -0.05
P -0.637578 -2.231239 0.092327 -1.04 -1.56 -1.48
C -0.432978 -3.847039 0.888527 0.43 0.39 0.22
C -1.073178 -4.105339 2.103127 0.03 0.08 0.17
C -1.097278 -5.390339 2.609127 -0.13 0.04 0.01
C -0.486278 -6.422739 1.915727 0.05 0.05 -0.09
C 0.206722 -6.155339 0.745027 0.01 -0.10 0.02
C 0.245722 -4.871039 0.229527 0.01 0.19 -0.03
C -0.456878 -2.590839 -1.684973 0.65 0.26 0.31
C 0.630922 -2.017839 -2.339173 0.10 -0.21 0.22
C 0.820422 -2.228639 -3.691573 0.17 -0.05 -0.06
C -0.069978 -3.022439 -4.393773 0.02 0.00 0.02
C -1.145078 -3.606939 -3.743273 -0.05 -0.02 0.04
C -1.343678 -3.394439 -2.389873 -0.05 0.01 0.15
H -2.725878 -2.585439 1.035327 0.18 0.06 -0.13
H -4.561978 1.775961 1.179527 -0.02 0.09 0.04
H -7.022878 1.759761 1.378727 -0.01 0.12 0.05
H -8.284578 -0.326139 1.029627 -0.08 0.02 0.07
H -7.081078 -2.418739 0.525027 -0.04 -0.07 -0.02
H -4.653978 -2.414739 0.260027 -0.05 -0.04 -0.03
H -0.394478 0.368661 -1.056873 -0.41 0.34 -2.17
H 0.049322 0.687161 -3.514473 0.06 0.01 0.05
H -1.721078 0.303161 -5.166473 0.02 0.07 -0.08
H -3.988278 -0.321639 -4.449673 -0.11 0.00 -0.08
H -4.512478 -0.583539 -2.047573 -0.08 0.05 0.04
H -1.537778 -3.311739 2.677827 -0.04 -0.10 -0.13
H -1.605978 -5.583739 3.541027 -0.04 -0.03 0.07
H -0.555078 -7.432539 2.288927 0.09 -0.09 0.05
H 0.707222 -6.955839 0.225327 0.07 -0.08 -0.09
H 0.782122 -4.667239 -0.687273 -0.04 -0.06 -0.06
H 1.326222 -1.395139 -1.775173 -0.03 -0.04 -0.14
H 1.651422 -1.772939 -4.205673 0.16 0.04 -0.04
H 0.073922 -3.190439 -5.449173 0.02 -0.02 -0.13
H -1.826678 -4.232539 -4.295073 -0.13 -0.10 -0.06
H -2.178578 -3.850439 -1.877973 -0.12 -0.03 0.01
O -0.173378 -1.364339 2.298527 0.81 -0.09 -1.53
Se -1.099878 -0.396539 3.279827 -0.83 0.04 1.01
O -0.864878 -0.588439 4.787827 0.65 -0.30 2.47
O -0.467578 1.013461 2.655327 0.68 0.83 -1.60
O -2.583478 -0.548939 2.741827 -1.86 -0.28 -0.12



Entry 4:
14
Properties=species:S:1:pos:R:3:forces:R:3 method="wB97M-V/def2-TZVPD" smiles="C1=COCC1.O" total_charge=0 gap_ev=9.590 de_lowest_kj_mol=149.8 max_force_ev_per_a=0.28 homo_energy_ev=-8.711 e_lumo_ev=0.880
O -2.001860 0.417296 1.330403 0.10 -0.10 0.13
C -0.252576 -0.710588 -1.053196 0.08 -0.13 0.08
C 0.193786 0.727341 -0.918046 0.04 0.09 -0.03
C 1.149581 0.637323 0.291994 0.04 0.27 0.01
O 1.240851 -0.758422 0.663581 0.00 -0.05 0.03
C 0.393319 -1.443635 -0.148031 -0.16 -0.08 -0.21
H -1.457305 0.358471 2.124078 -0.12 0.01 -0.04
H -0.950508 -1.081572 -1.792386 0.12 0.01 0.13
H -0.640838 1.404257 -0.711276 0.12 -0.10 -0.06
H 0.702893 1.078674 -1.822539 -0.05 -0.04 0.12
H 0.764928 1.184868 1.158104 0.07 -0.07 -0.14
H 2.162540 0.987288 0.074690 -0.15 -0.06 0.01
H 0.356796 -2.511097 0.040277 -0.03 0.17 -0.05
H -1.661606 -0.290203 0.762347 -0.06 0.08 0.02



Entry 5:
17
Properties=species:S:1:pos:R:3:forces:R:3 method="wB97M-V/def2-TZVPD" total_charge=0 gap_ev=8.227 de_lowest_kj_mol=415.3 max_force_ev_per_a=4.37 homo_energy_ev=-7.566 e_lumo_ev=0.661
C -0.454550 -0.260797 2.148860 0.84 -1.15 0.12
C 0.548685 -0.591222 1.259827 -0.60 -0.98 0.70
C -0.230096 1.385461 0.871566 1.11 1.84 -2.03
C 1.385655 0.492255 -0.769219 -3.45 0.94 -2.20
C -0.384398 -0.570586 -1.765869 1.45 2.29 3.43
N -0.895358 0.966318 1.881085 -1.66 0.86 1.30
N 0.698430 0.463985 0.448258 0.12 1.16 0.12
O -0.350345 -1.813469 -1.242560 -1.85 0.63 1.42
O -1.363182 0.341342 -1.453341 1.52 -1.28 -3.77
H -0.797236 -0.799986 3.000260 -0.22 -0.43 0.28
H 1.003609 -1.515616 1.003979 0.61 -0.48 0.30
H -0.379594 2.363860 0.361946 0.36 -0.99 0.48
H 1.409830 1.526966 -1.179055 -0.05 -0.86 0.26
H 2.278855 -0.024974 -0.937610 1.10 -0.99 0.47
H 0.020828 -0.390588 -2.680206 0.54 -0.34 -2.67
H -0.870126 -1.808848 -0.358913 1.30 -0.04 -1.84
H -1.621006 0.235901 -0.589009 -1.14 -0.20 3.62



Entry 6:
73
Properties=species:S:1:pos:R:3:forces:R:3 method="wB97M-V/def2-TZVPD" total_charge=+1 gap_ev=7.272 max_force_ev_per_a=3.28 homo_energy_ev=-11.930 e_lumo_ev=-4.658
C -4.059615 1.666621 1.629724 0.80 0.62 -0.92
C -2.928445 1.728257 1.209502 -0.45 -0.83 0.17
C -1.542536 1.780958 0.652908 -1.15 -0.81 0.31
S -0.607605 2.281120 2.138994 0.31 0.28 0.27
N -1.715781 2.748087 -0.468515 -0.78 1.68 -0.32
P -2.603144 4.297115 -0.389258 1.72 2.79 0.07
S -1.333289 5.723751 -0.734506 -0.40 -0.52 -0.08
C -1.215103 2.437005 -1.618357 0.82 -2.32 1.00
C -0.433171 1.146873 -1.471371 -0.84 1.33 -1.05
C -0.454052 0.239540 -2.761295 0.34 -0.50 0.76
C 0.805844 0.300345 -3.659677 -0.48 0.56 -0.41
O 0.783721 0.993730 -4.642579 0.10 -0.06 -0.07
P 1.348967 1.874713 -1.522775 2.01 -0.71 -0.12
C 1.920810 2.646050 0.043273 -0.57 1.14 -0.36
O 1.113009 3.224825 -2.496647 -0.08 -0.53 1.02
C -1.071346 0.537421 -0.186704 -0.57 -1.13 -0.01
C -2.373754 -0.267172 -0.571828 0.15 -1.02 -0.42
N -2.859694 -1.097008 0.546369 -0.76 0.74 -0.45
C -4.340626 -1.244378 0.549447 0.29 -0.26 1.03
C -0.271369 -0.533625 0.561092 0.58 0.68 0.41
O 1.143393 -0.219437 0.573703 -0.80 0.09 -0.36
C 1.837558 -0.979855 1.437692 1.36 0.46 -0.22
F 1.698579 -2.274160 1.236606 -0.53 -0.53 0.11
F 3.120975 -0.687221 1.284585 0.33 0.20 -0.17
F 1.534729 -0.683159 2.706369 -0.59 -0.27 0.16
H -5.116565 1.742142 1.765623 0.10 -0.18 0.43
H 0.476126 1.464842 2.130386 -0.38 0.27 -0.52
H -3.125464 4.489217 0.905522 -0.28 -0.99 -0.33
H -3.606952 4.294572 -1.380384 -0.15 -0.86 0.45
H -1.313550 3.041394 -2.517649 -0.02 0.04 0.22
H -1.349896 0.466258 -3.345851 0.29 -0.02 -0.18
H -0.533659 -0.811876 -2.450440 0.03 0.26 0.06
H 1.692331 -0.322700 -3.445234 -0.38 -0.15 0.23
H 1.198620 3.407991 0.370519 0.23 -0.23 0.29
H 2.827826 3.213122 -0.220223 -0.11 -0.27 -0.19
H 2.208033 1.955985 0.832113 -0.21 -0.03 -0.22
H 1.774102 3.866556 -2.197853 -0.23 0.29 -0.32
H -3.160323 0.383972 -0.966005 0.12 0.07 0.30
H -2.156021 -0.978723 -1.381362 0.26 0.58 -0.09
H -2.511001 -2.038436 0.423764 0.23 0.12 0.07
H -4.858282 -0.454257 0.002953 0.19 -0.24 -0.22
H -4.685598 -1.174087 1.590319 -0.01 -0.04 -0.21
H -4.604924 -2.246355 0.197066 -0.27 0.34 -0.22
H -0.376609 -1.518334 0.102233 -0.12 0.16 0.01
H -0.618896 -0.541230 1.598911 -0.14 -0.33 -0.24
C 3.586826 -2.348319 -5.627451 0.06 -0.29 0.12
C 2.225531 -2.467941 -6.281443 0.28 0.62 0.10
O 1.982147 -3.808656 -6.737594 -0.14 -0.29 -0.03
C 1.627382 -4.678371 -5.799215 0.07 0.69 -0.01
O 1.486799 -4.433349 -4.635841 -0.11 -0.25 0.06
C 1.368873 -6.053221 -6.428134 -0.01 -0.82 -0.30
F 2.354533 -6.405653 -7.260323 0.01 0.18 0.09
F 0.226867 -6.041854 -7.130624 0.02 0.22 0.09
F 1.264393 -6.998696 -5.497689 0.01 0.24 0.10
H 4.366667 -2.690123 -6.308526 -0.02 0.13 -0.05
H 3.786475 -1.312490 -5.351457 -0.02 0.01 -0.07
H 3.650196 -2.964078 -4.730253 -0.06 0.06 0.03
H 2.183931 -1.832081 -7.163445 -0.08 -0.24 -0.13
H 1.425377 -2.150691 -5.611364 -0.02 -0.19 0.03
C 1.882793 -0.110038 5.620519 0.12 0.10 0.59
C 0.455727 0.395837 5.667112 0.25 -0.14 -0.54
O -0.051603 0.426492 7.008727 -0.16 0.05 0.22
C 0.350570 1.453999 7.755063 0.07 -0.10 -0.63
O 1.074383 2.333899 7.397115 -0.03 0.11 0.22
C -0.294396 1.375096 9.144375 -0.22 -0.07 0.84
F -0.189148 0.146730 9.665472 0.06 0.02 -0.19
F -1.599959 1.676398 9.074646 0.07 0.00 -0.23
F 0.274827 2.226208 9.991182 0.08 0.02 -0.25
H 1.955345 -1.087270 6.100037 -0.06 -0.04 -0.10
H 2.223886 -0.193376 4.599169 0.08 0.00 -0.01
H 2.558515 0.559214 6.152385 -0.06 0.07 -0.04
H -0.196016 -0.281751 5.115865 -0.14 -0.02 0.23
H 0.361726 1.383638 5.210533 0.04 0.07 0.20



Entry 7:
13
Properties=species:S:1:pos:R:3:forces:R:3 method="wB97M-V/def2-TZVPD" smiles="C/C(=N/N)OC=O" total_charge=0 gap_ev=10.295 de_lowest_kj_mol=301.0 max_force_ev_per_a=2.82 homo_energy_ev=-9.426 e_lumo_ev=0.869
C 2.300554 0.591088 -0.422145 -0.07 -0.06 -2.22
C -0.092789 -0.210318 0.136893 -0.03 2.64 -0.99
C -0.789700 1.099228 0.460510 0.95 -0.47 0.39
N 0.300815 -2.335121 -0.433030 0.70 -1.87 0.79
N -0.523696 -1.379339 0.116156 0.37 -0.47 0.91
O 2.906004 0.538571 0.584422 0.45 0.02 1.38
O 1.036758 0.216234 -0.661985 -0.20 -0.99 -0.60
H 2.731676 0.903049 -1.440666 -0.48 -0.18 1.29
H -0.055625 1.619022 1.140510 -0.85 -0.01 -0.87
H -1.686045 0.920219 1.034245 -0.41 0.08 -0.10
H -0.959231 1.647620 -0.512081 0.12 -0.45 1.30
H 1.245544 -1.963566 -0.509295 -0.01 -0.32 -0.16
H 0.349608 -3.232070 0.157657 -0.54 2.07 -1.13